This record from the Open Molecules 2025 dataset describes a 6-piece molecular cluster, H12O6 overall at a distorted geometry. The level of theory is wB97M-V/def2-TZVPD.

Geometry (Å):
O1 2.6671 -2.6094 -1.1362
H1 1.7820 -2.8977 -1.3861
O2 -0.2738 0.0739 -0.8512
O3 1.8994 0.8953 -1.1172
H2 3.1752 -3.4270 -1.0882
H3 -4.0608 -1.7670 1.5713
H4 2.6148 -0.8187 2.5721
H5 -2.5134 4.6394 -0.0314
O4 2.7482 -1.2551 1.7231
H6 2.6457 0.8209 -1.7227
H7 -0.8079 -0.2601 -0.1217
O5 -3.7283 -0.8652 1.4987
H8 1.1680 0.4888 -1.5955
H9 -0.8326 0.7416 -1.2646
H10 -3.4173 3.4200 0.0465
O6 -3.3276 4.2726 -0.3941
H11 -2.9728 -0.8450 2.0969
H12 3.2340 -0.6074 1.2003

Cartesian forces (eV/Å) of the 3 atoms listed first:
O 0.01 -0.22 -0.20
H 0.05 0.14 0.08
O -1.75 -0.33 0.15

- energy above the lowest of the compared OMol25 structures with the same formula, charge and spin (kcal per mole) = 48.8
- DFT total energy (Ha) = -458.59463
- SMILES string = O.O.O.O.O.O
- spin multiplicity = 1
- orbital gap (Eh) = 0.397
- maximum force (eV Å⁻¹) = 1.8
- LUMO (eV) = 0.25

***

This record from the Open Molecules 2025 dataset describes a 6-piece molecular cluster, H12O6 overall at a distorted geometry. The level of theory is wB97M-V/def2-TZVPD.

Geometry (Å):
O1 1.3075 1.2671 -0.8500
H1 0.9619 -1.4784 -0.1271
H2 2.1789 1.5931 -1.2330
O2 -0.8405 0.0572 1.8628
H3 1.5646 0.8482 0.0547
O3 -1.1697 1.9071 -0.2120
H4 1.1777 -0.7743 -1.5040
H5 0.5840 -0.3915 1.4962
O4 -1.9176 -0.9626 -0.5394
O5 1.5211 -0.4896 1.0961
H6 -1.0019 -1.1907 -0.8295
H7 -1.3939 -0.6201 1.3723
H8 -1.7814 1.1194 -0.3561
H9 -2.6068 -1.2488 -1.2848
H10 -0.9379 0.8197 1.2215
H11 -0.3739 1.7178 -0.8801
O6 0.5503 -1.5119 -1.0491
H12 2.1775 -0.6615 1.7614

Cartesian forces (eV/Å) of the 3 atoms listed first:
O 2.83 0.01 0.37
H -0.53 -0.14 -1.35
H -1.75 -0.47 0.71

- energy above the lowest of the compared OMol25 structures with the same formula, charge and spin (kcal per mole) = 25.6
- DFT total energy (Ha) = -458.63174
- SMILES string = O.O.O.O.O.O
- spin multiplicity = 1
- orbital gap (Eh) = 0.413
- maximum force (eV Å⁻¹) = 3.7
- LUMO (eV) = 0.36

***

This record from the Open Molecules 2025 dataset describes a 6-piece molecular cluster, H12O6 overall at a distorted geometry. The level of theory is wB97M-V/def2-TZVPD.

Geometry (Å):
H1 1.0274 -0.0235 -0.6663
H2 -0.5986 0.2475 -0.2533
H3 -0.0126 0.1605 -2.5733
O1 -0.6136 0.5065 -3.2983
O2 2.6184 0.6515 -0.5823
H4 3.4924 0.3655 -0.7013
H5 0.5774 0.4535 2.7357
H6 -0.0566 -2.1895 -0.1293
H7 -0.5756 -2.8975 1.2837
H8 -1.4516 0.1905 -3.0303
O3 -0.2756 0.4095 3.1767
H9 2.6614 1.6095 -0.6803
O4 -0.6676 -2.9655 0.3107
O5 -1.6416 1.0615 0.8707
H10 -1.4386 1.9915 0.6717
O6 0.1324 -0.4835 -0.3693
H11 -2.5446 0.4625 0.9497
H12 -0.6336 0.4495 2.2857

Cartesian forces (eV/Å) of the 3 atoms listed first:
H -2.45 -1.22 1.12
H 1.93 -1.94 0.02
H -1.07 0.45 -1.26

- energy above the lowest of the compared OMol25 structures with the same formula, charge and spin (kcal per mole) = 67.4
- DFT total energy (Ha) = -458.56504
- SMILES string = O.O.O.O.O.O
- spin multiplicity = 1
- orbital gap (Eh) = 0.366
- maximum force (eV Å⁻¹) = 4.8
- LUMO (eV) = -0.21